Molecular formula: C14H11F3N3O6S2
Method: DFT, ωB97M-V/def2-TZVPD

Geometry as ORCA input:
```
! wB97M-V def2-TZVPD RIJCOSX def2/J DEFGRID3
* xyz -1 1
F 2.831 -2.059 1.495
C 1.543 -1.687 1.797
F 0.869 -2.795 2.194
F 1.583 -0.824 2.857
S 0.884 -0.937 0.291
N -0.901 -1.347 0.830
C -1.560 -2.578 0.681
O -1.081 -3.600 0.195
C -2.940 -2.395 1.197
C -3.233 -1.065 1.394
C -4.493 -0.647 1.817
C -5.501 -1.613 2.023
C -5.224 -2.975 1.794
C -3.947 -3.366 1.362
S -1.885 0.032 1.066
O -1.558 0.719 2.284
O -2.010 0.737 -0.181
H -4.685 0.409 1.977
H -6.501 -1.299 2.364
H -6.036 -3.702 1.967
H -3.748 -4.418 1.166
C 0.690 3.620 -1.593
N 1.642 2.549 -1.464
C 1.653 1.843 -0.245
O 0.985 2.296 0.692
C 2.447 0.612 -0.185
C 3.553 0.574 -1.109
O 4.548 -0.159 -0.977
N 3.551 1.438 -2.218
C 4.623 1.320 -3.187
C 2.597 2.428 -2.480
O 2.604 3.125 -3.489
H 0.803 4.064 -2.579
H -0.322 3.224 -1.470
H 0.893 4.362 -0.814
H 2.672 0.222 0.815
H 4.426 2.022 -3.995
H 5.565 1.568 -2.692
H 4.663 0.304 -3.581
*
```

Molecular weight = 438.385 g/mol
ΔE to the lowest compared entry with this formula, charge and spin = 0.0 kcal/mol



Molecular formula: C14H11F6NO4
Method: DFT, ωB97M-V/def2-TZVPD

Geometry as ORCA input:
```
! wB97M-V def2-TZVPD RIJCOSX def2/J DEFGRID3
* xyz 0 1
C -4.308 -0.983 2.069
C -3.963 -1.942 1.441
C -3.480 -3.033 0.615
O -3.113 -2.611 -0.704
N -2.106 -1.656 -0.738
C -0.856 -1.933 -0.309
O -0.514 -3.027 0.087
C 0.126 -0.800 -0.418
C 1.451 -1.190 -0.520
C 2.487 -0.266 -0.624
O 3.740 -0.812 -0.751
C 4.869 0.002 -0.825
C 5.375 0.449 0.555
F 4.522 1.255 1.200
F 5.624 -0.581 1.362
F 6.522 1.137 0.424
C 2.179 1.084 -0.616
C 0.857 1.489 -0.494
C -0.175 0.571 -0.394
O -1.497 0.941 -0.254
C -1.809 2.303 -0.145
C -3.318 2.393 0.072
F -3.687 1.977 1.284
F -3.735 3.662 -0.045
F -3.998 1.671 -0.820
H -4.632 -0.166 2.642
H -2.627 -3.523 1.103
H -4.272 -3.764 0.437
H -2.433 -0.715 -0.901
H 1.681 -2.244 -0.512
H 4.722 0.896 -1.443
H 5.661 -0.614 -1.263
H 2.935 1.849 -0.683
H 0.659 2.549 -0.476
H -1.573 2.854 -1.067
H -1.314 2.777 0.713
*
```

SMILES = C#CCONC(=O)c1cc(OCC(F)(F)F)ccc1OCC(F)(F)F
Molecular weight = 371.233 g/mol
ΔE to the lowest compared entry with this formula, charge and spin = 0.0 kcal/mol



Molecular formula: C14H11N3O4ReS
Method: DFT, ωB97M-V/def2-TZVPD

Geometry as ORCA input:
```
! wB97M-V def2-TZVPD RIJCOSX def2/J DEFGRID3
* xyz 2 4
Re 0.555 -0.188 0.263
O 0.541 -3.601 -1.809
C 0.677 -2.470 -1.553
O 0.112 -1.882 -0.373
C 1.368 -1.387 -2.323
C 1.943 -1.478 -3.571
C 2.472 -0.309 -4.127
C 2.391 0.904 -3.446
C 1.802 0.904 -2.197
N 1.339 -0.224 -1.670
C 1.548 2.074 -1.293
O 1.844 3.198 -1.480
O 0.859 1.649 -0.162
H 1.962 -2.425 -4.093
H 2.929 -0.344 -5.107
H 2.764 1.829 -3.866
N 0.988 2.832 2.784
C -0.061 2.061 2.599
S 0.214 0.302 2.538
N -1.291 2.505 2.528
C -1.741 3.871 2.683
C -1.224 4.686 3.681
C -1.709 5.982 3.794
C -2.697 6.439 2.934
C -3.223 5.597 1.964
C -2.747 4.303 1.833
H 1.905 2.432 2.896
H 0.888 3.839 2.800
H -2.002 1.828 2.286
H -0.518 4.317 4.413
H -1.325 6.624 4.575
H -3.071 7.449 3.033
H -4.008 5.946 1.307
H -3.153 3.643 1.076
*
```

Expectation value of S² = 3.770
Molecular weight = 503.533 g/mol
Electronic energy = -1481.2324 Ha



Molecular formula: C14H11N5O5
Method: DFT, ωB97M-V/def2-TZVPD

Geometry as ORCA input:
```
! wB97M-V def2-TZVPD RIJCOSX def2/J DEFGRID3
* xyz 0 1
N -1.843 -6.813 1.693
C -1.316 -5.769 1.665
C -0.694 -4.480 1.606
C 0.675 -4.194 1.645
C 1.137 -2.848 1.537
N 2.541 -2.569 1.536
O 3.355 -3.513 1.660
O 2.905 -1.373 1.408
C 0.243 -1.764 1.393
C -1.112 -2.065 1.391
C -1.602 -3.381 1.510
N -2.945 -3.462 1.659
O -3.355 -2.115 1.636
N -2.242 -1.235 1.440
O -2.407 -0.028 1.382
H 1.397 -4.999 1.761
H 0.574 -0.729 1.350
C -0.077 5.876 -0.478
O 0.216 5.168 -1.703
C 0.282 3.813 -1.685
C 0.569 3.184 -2.925
C 0.615 1.812 -3.008
C 0.402 1.009 -1.852
N 0.521 -0.335 -1.922
C 0.087 1.644 -0.627
C 0.072 3.025 -0.522
H -0.089 6.925 -0.775
H -1.057 5.581 -0.074
H 0.706 5.699 0.274
H 0.746 3.812 -3.797
H 0.824 1.324 -3.960
H 0.419 -0.929 -1.107
H 0.718 -0.790 -2.802
H -0.155 1.031 0.243
H -0.109 3.490 0.450
*
```

SMILES = N#Cc1cc([N+](=O)[O-])cc2c1no[n+]2[O-].COc1ccc(N)cc1
Molecular weight = 329.272 g/mol
Electronic energy = -1189.7724 Ha



Molecular formula: C14H12Al2B2Br6O16
Method: DFT, ωB97M-V/def2-TZVPD

Geometry as ORCA input:
```
! wB97M-V def2-TZVPD RIJCOSX def2/J DEFGRID3
* xyz 4 1
Al -3.549 2.757 3.244
Al 5.238 0.866 -2.066
O 2.967 2.775 -1.851
C 1.886 3.217 -1.714
O 1.036 2.994 -0.757
B -0.228 3.720 -0.999
O -0.092 4.342 -2.361
C 1.125 4.111 -2.823
O 1.563 4.416 -3.864
O -0.470 4.757 -0.010
C -1.620 4.536 0.597
O -2.056 5.029 1.588
C -2.221 3.252 -0.006
O -1.380 2.786 -0.913
O -3.202 2.714 0.410
O 2.626 -0.314 -2.004
C 2.102 -0.637 -0.974
O 0.820 -0.722 -0.730
B 0.619 -0.875 0.750
O 1.999 -0.949 1.304
C 2.875 -0.790 0.349
O 4.069 -0.697 0.411
O -0.139 0.284 1.276
C -1.277 -0.141 1.765
O -2.188 0.502 2.188
C -1.270 -1.708 1.709
O -0.165 -2.085 1.078
O -2.100 -2.385 2.214
Br 1.336 -2.028 4.364
C 2.416 -0.453 4.679
C 3.710 -0.984 5.259
Br 4.497 -2.170 3.906
H 1.937 0.173 5.431
H 2.652 0.021 3.732
H 3.619 -1.621 6.136
H 4.468 -0.223 5.460
Br -2.288 -5.813 -2.059
C -2.484 -5.174 -0.226
C -1.110 -5.266 0.370
Br 0.222 -4.401 -0.825
H -3.093 -5.860 0.366
H -2.926 -4.185 -0.157
H -0.797 -6.299 0.498
H -1.001 -4.745 1.320
Br -1.318 0.263 -6.356
C -2.662 0.379 -4.912
C -2.083 1.206 -3.804
Br -1.758 2.968 -4.659
H -2.878 -0.638 -4.590
H -3.546 0.823 -5.357
H -1.133 0.844 -3.418
H -2.750 1.426 -2.971
*
```

Molecular weight = 991.246 g/mol
ΔE to the lowest compared entry with this formula, charge and spin = 0.0 kcal/mol



Molecular formula: C14H12AlBrIN5O4
Method: DFT, ωB97M-V/def2-TZVPD

Geometry as ORCA input:
```
! wB97M-V def2-TZVPD RIJCOSX def2/J DEFGRID3
* xyz 2 1
Al 0.693 -0.480 0.018
C -2.513 1.705 -0.113
C -2.187 0.383 -0.714
N -1.113 -0.370 -0.555
C -1.304 -1.525 -1.290
C -2.489 -1.392 -1.941
N -3.067 -0.202 -1.516
C -3.294 -2.220 -2.934
O -2.972 -3.487 -3.150
O -4.272 -1.706 -3.486
C -0.195 -2.552 -1.292
O -0.372 -3.524 -1.956
O 0.842 -2.101 -0.605
H -1.764 2.068 0.595
H -3.468 1.620 0.404
H -2.634 2.518 -0.820
H -3.908 0.137 -1.954
H -2.188 -3.793 -2.681
Br 0.730 1.065 6.387
C 0.656 0.752 4.548
C -0.558 0.357 3.932
C -0.484 -0.022 2.623
N 0.649 0.043 1.886
C 1.796 0.395 2.417
C 1.872 0.770 3.762
H -1.532 0.314 4.410
H -1.392 -0.359 2.106
H 2.648 0.401 1.781
H 2.809 1.015 4.225
I 4.969 0.710 -3.878
C 3.741 0.899 -2.291
C 3.531 2.058 -1.538
N 2.599 1.757 -0.644
N 2.173 0.478 -0.699
C 2.881 -0.018 -1.730
H 4.009 3.061 -1.520
H 2.379 2.274 0.179
H 2.732 -1.027 -1.965
*
```

Molecular weight = 548.071 g/mol
ΔE to the lowest compared entry with this formula, charge and spin = 2.9 kcal/mol



Molecular formula: C14H12AsI2N3O2S4Tc
Method: DFT, ωB97M-V/def2-TZVPD

Geometry as ORCA input:
```
! wB97M-V def2-TZVPD RIJCOSX def2/J DEFGRID3
* xyz 3 1
Tc -0.905 -0.428 -0.500
O 2.400 -0.909 -3.598
C 2.877 0.355 -3.610
C 3.848 0.756 -4.520
C 4.321 2.052 -4.510
C 3.833 2.990 -3.592
C 2.881 2.607 -2.686
C 2.376 1.282 -2.672
C 1.427 0.966 -1.647
O 0.827 -0.334 -1.617
N 1.109 1.726 -0.667
N 0.134 1.192 0.138
C -0.129 1.733 1.272
C -1.193 1.118 2.041
C -1.580 1.609 3.271
C -2.602 0.966 3.966
C -3.183 -0.147 3.395
C -2.741 -0.590 2.151
N -1.769 0.017 1.470
H 2.861 -1.451 -4.253
H 4.237 0.038 -5.233
H 5.083 2.341 -5.221
H 4.215 4.001 -3.590
H 2.511 3.313 -1.954
H 0.422 2.605 1.608
H -1.087 2.481 3.681
H -2.926 1.333 4.931
H -3.978 -0.686 3.893
H -3.197 -1.455 1.693
I -2.452 -2.839 -0.709
C -0.856 -3.935 0.197
I 0.646 -2.528 0.733
H -0.452 -4.628 -0.532
H -1.230 -4.432 1.084
S -1.643 3.750 -5.274
As -0.717 2.513 -4.065
S -0.297 -0.892 -2.744
S -2.645 0.711 -1.271
S -2.876 1.399 -3.053
*
```

Molecular weight = 809.267 g/mol
ΔE to the lowest compared entry with this formula, charge and spin = 1.8 kcal/mol



Molecular formula: C14H12Cl2DyLuN2O4
Method: DFT, ωB97M-V/def2-TZVPD

Geometry as ORCA input:
```
! wB97M-V def2-TZVPD RIJCOSX def2/J DEFGRID3
* xyz 4 6
Lu 2.018 3.479 -5.247
Dy 0.921 0.754 -2.467
Cl 1.556 1.031 -5.275
Cl 0.624 3.303 -2.635
C 2.660 0.641 -0.807
C 2.222 4.059 -7.666
C 3.715 4.614 -6.784
O 3.257 0.512 0.171
O 2.183 4.190 -8.831
O 4.593 5.141 -7.383
C -1.836 -2.406 2.971
N -1.615 -2.101 1.583
N -0.904 -1.045 1.125
C -0.828 -1.106 -0.230
O -0.269 -0.223 -1.028
C -1.534 -2.286 -0.628
C -1.970 -2.895 0.554
C -2.725 -4.167 0.740
C -0.368 -0.051 1.984
C 0.551 -0.391 2.962
C 1.205 0.604 3.660
C 0.981 1.961 3.413
C -0.016 2.290 2.495
C -0.660 1.293 1.739
H -1.594 -1.572 3.643
H -1.202 -3.261 3.273
H -2.897 -2.657 3.141
H -1.660 -2.583 -1.634
H -2.180 -4.969 1.258
H -3.670 -4.075 1.298
H -3.014 -4.616 -0.225
H 0.714 -1.430 3.196
H 1.950 0.323 4.402
H 1.547 2.742 3.920
H -0.274 3.330 2.293
H -1.482 1.565 1.021
*
```

Expectation value of S² = 9.801
Molecular weight = 680.633 g/mol
ΔE to the lowest compared entry with this formula, charge and spin = 55.6 kcal/mol



- What is the formula in the fourth record?
  C14H11N5O5